Molecular formula: C23H24IrN6O8PSSe
Method: DFT, ωB97M-V/def2-TZVPD

Spin multiplicity: 5
⟨S²⟩: 6.0349
Net charge: 0
E in eV: -137869.8875

Last column: Löwdin charge in e.
Positions of all 65 atoms, in Å:
Ir (-0.341, 0.627, 0.229)  1.545
S (5.204, -0.345, 5.111)  0.997
N (3.606, -0.197, 5.345)  -0.217
C (3.055, -0.015, 4.164)  -0.301
C (1.645, 0.168, 3.910)  -0.096
C (0.671, 0.197, 4.884)  0.001
C (-0.666, 0.381, 4.513)  -0.050
C (-0.980, 0.534, 3.177)  -0.111
N (-0.059, 0.513, 2.214)  -0.089
C (1.269, 0.336, 2.547)  -0.155
C (2.192, 0.334, 1.502)  -0.167
N (1.700, 0.485, 0.212)  -0.085
C (2.555, 0.497, -0.814)  -0.124
C (3.913, 0.348, -0.659)  -0.056
C (4.442, 0.175, 0.635)  -0.005
C (3.592, 0.169, 1.716)  -0.111
C (4.011, -0.005, 3.091)  -0.302
N (5.251, -0.178, 3.496)  -0.215
H (0.960, 0.077, 5.920)  0.119
H (-1.453, 0.414, 5.252)  0.104
H (-2.004, 0.687, 2.861)  0.113
H (2.133, 0.627, -1.803)  0.114
H (4.558, 0.385, -1.524)  0.103
H (5.504, 0.048, 0.798)  0.118
O (0.385, 4.222, -4.400)  0.136
C (-0.045, 3.043, -4.782)  -0.511
O (-0.190, 2.735, -5.941)  0.099
C (-0.370, 2.058, -3.709)  -0.035
C (-0.937, 0.816, -3.945)  0.030
N (-1.020, 0.175, -2.777)  0.061
N (-0.543, 0.933, -1.792)  -0.102
C (-0.153, 2.089, -2.319)  -0.129
C (0.281, 3.169, -1.354)  -0.558
O (0.614, 4.266, -1.808)  0.065
O (0.233, 2.842, -0.125)  -0.074
H (0.506, 4.290, -3.406)  0.064
H (-1.283, 0.398, -4.875)  0.146
H (-1.491, -0.697, -2.492)  0.102
O (-2.320, -1.786, -1.375)  -0.522
Se (-2.669, -1.396, 0.172)  1.028
O (0.055, -1.824, 0.462)  -0.481
O (-2.375, 0.265, 0.364)  -0.627
O (-4.211, -1.718, 0.504)  -0.424
C (-0.883, -4.481, 1.932)  -0.124
C (-0.459, -4.532, 0.462)  -0.299
P (0.625, -3.142, 0.005)  0.706
C (0.793, -3.192, -1.806)  -0.288
C (1.102, -4.558, -2.422)  -0.121
C (2.232, -3.369, 0.838)  -0.275
C (3.194, -4.417, 0.283)  -0.125
H (-1.590, -5.281, 2.142)  0.079
H (-1.371, -3.535, 2.161)  0.056
H (-0.033, -4.595, 2.605)  0.069
H (-1.335, -4.458, -0.189)  0.094
H (0.055, -5.470, 0.241)  0.088
H (1.545, -2.448, -2.082)  0.092
H (-0.175, -2.827, -2.155)  0.067
H (2.084, -4.923, -2.129)  0.052
H (1.083, -4.489, -3.509)  0.078
H (0.358, -5.298, -2.127)  0.069
H (1.973, -3.592, 1.877)  0.089
H (2.687, -2.375, 0.834)  0.076
H (2.719, -5.396, 0.198)  0.070
H (4.047, -4.520, 0.953)  0.076
H (3.571, -4.125, -0.696)  0.068